The following is a DFT calculation (wB97M-V/def2-TZVPD) of a molecular structure, C40H44AlIN6O6PS at a distorted geometry.

As for the total charge: -1. The spin multiplicity is 1. Its HOMO energy is -4.18 eV. The value obtained for the LUMO energy is -0.35 eV. The energy above the lowest of the compared OMol25 structures with the same formula, charge and spin is 88.4 kcal/mol. The calculation puts the HOMO-LUMO gap at 0.1406 Eh.

Positions of all 100 atoms, in Å:
O -1.72603 5.54615 -1.78452
P 4.46350 -7.69521 -5.53423
C -0.04200 -5.84268 -4.38291
O -0.27597 1.58540 1.48323
C 7.53000 -4.52325 -4.22799
C -6.97665 8.46209 9.79198
N 8.47405 -4.23620 -3.07938
H 1.44522 -4.90067 -1.04326
O -4.82370 7.45218 5.66802
H -0.22780 -7.54755 -3.21620
C 5.99980 -4.48287 -3.74446
C 3.11019 -3.28792 -0.92305
C -6.59792 6.09617 9.12660
C -0.78117 3.19693 -2.96860
H -4.59736 2.61572 5.58581
H -4.47812 5.03772 5.12406
C -6.82724 9.82692 9.57423
C 4.96300 -3.92063 -4.82715
C -2.30686 6.06578 2.32528
H -1.50867 -6.48313 -3.01718
H 5.25934 -4.18518 -5.90396
C -1.97590 5.01112 3.17319
C -5.68352 9.37798 7.49959
H -0.19294 1.88592 -4.56617
C 2.53520 -1.20525 -2.87326
C -1.58409 4.76596 0.42570
C -5.56938 2.86493 7.48999
H 1.71651 -7.10131 -2.11014
C -0.26972 2.01383 -3.49115
C -2.11259 5.94477 0.95405
H -1.73133 -4.68645 -4.88683
C -5.32912 7.05031 6.70248
C -4.92991 4.68718 6.04649
Al 3.01368 -6.27510 -4.30115
H 4.47876 -5.43271 -1.59377
H -5.61244 1.80038 7.69599
H 0.35810 0.35337 -0.59905
H 2.49155 -4.91178 0.45777
C -1.23022 3.71947 1.27713
C -0.88746 3.36176 -1.58709
H -2.13957 5.10167 4.24239
C 3.50547 -5.92446 -1.26516
H 3.35877 -7.90944 -2.27581
I 6.28603 -8.53350 -4.10873
H 7.67317 -3.79467 -5.08994
H 8.44514 -3.22213 -2.90293
C 0.14624 0.99498 -2.63694
C -6.17253 10.28483 8.43296
H 2.94910 -3.72935 -3.67175
C -4.99644 3.32309 6.30565
N -0.97906 -5.19625 -5.39642
H 0.90427 -7.68839 -5.22129
H 4.30928 -6.21888 -7.20702
C 1.14526 -6.57458 -5.17411
H -6.53706 3.40660 9.32779
C -0.48933 2.33302 -0.73210
H -0.41742 -4.55534 -2.84122
H -1.17240 3.02586 3.31778
H 2.86040 -0.23914 -6.02403
C 3.42393 -4.28350 -4.54865
H 5.86818 -3.85421 -2.78223
H 8.19198 -4.75633 -2.24026
C -1.41997 4.62981 -1.04041
C 2.52041 -4.77643 -0.69068
H -7.21673 10.53568 10.29783
C 2.93199 -0.46392 -4.90226
H -0.42788 -4.42208 -5.82303
H 3.78208 -6.59834 -0.36585
H -5.17894 9.74067 6.60989
H 0.55009 0.07873 -3.04459
O -7.15504 5.69470 10.13355
H -2.72220 6.98133 2.73426
N 4.04425 -0.11289 -4.09297
H 5.03909 -2.76418 -4.77276
C -6.08927 3.77054 8.40865
H -2.37728 6.76744 0.29781
H 0.54158 -3.85609 -3.95904
H -6.04529 11.35009 8.27006
C -5.43752 5.59909 6.97246
C -6.02926 5.14049 8.14945
C -6.47154 7.54878 8.86573
C -5.83744 8.00773 7.71096
O 1.92526 -1.17068 -4.16695
H -1.10018 3.98756 -3.64017
C -0.63484 2.47711 0.73355
S 1.77471 -2.04740 -1.39576
H 3.87248 -3.32151 -1.76747
H 5.68425 -5.54568 -3.46101
H 3.62610 -2.86456 -0.00146
C 2.82467 -6.88504 -2.35565
O 5.09021 -6.66788 -6.79712
H -7.48270 8.11129 10.68547
H 2.83598 -3.94841 -5.49109
H 7.74880 -5.61746 -4.51672
N 0.39912 -4.74844 -3.45887
H 1.16613 -6.13171 -6.24073
N 3.80463 -0.57022 -2.81914
C -1.43306 3.84221 2.65176
C 0.03707 1.15263 -1.25926
N -0.86396 -6.89694 -3.70657